Record 1
Molecular formula: C19H38O9Si2
Method: DFT, ωB97M-V/def2-TZVPD

Geometry as XYZ:
```
68
Properties=species:S:1:pos:R:3:nbo_charge:R:1
O -2.97 7.24 -3.07 -0.498
H -1.04 -1.57 -0.88 0.188
H -3.51 10.17 -4.27 0.207
H -1.54 0.05 -3.36 0.213
H 1.67 -7.01 2.29 -0.214
O 3.82 -5.64 1.85 -1.238
H 2.68 -2.62 7.97 0.241
O -3.65 3.10 -2.55 -0.491
C 0.21 0.29 -2.10 -0.392
O -4.49 1.39 -3.75 -0.580
C -3.10 8.02 -4.27 -0.100
H 5.07 -3.43 0.75 0.249
O -3.39 9.31 -2.39 -0.486
O -3.43 7.61 -0.91 -0.576
H -2.34 7.72 -4.99 0.209
H 2.76 -7.30 0.18 -0.204
C -0.86 -0.58 -2.78 -0.396
H 3.79 -8.16 2.18 -0.192
H -5.59 3.17 -0.52 0.186
Si 2.99 -7.05 1.62 1.227
C -1.67 -1.41 -1.77 -0.399
H -3.62 4.51 -1.03 0.215
H -6.39 4.42 -1.51 0.203
H 1.72 -5.46 4.10 0.198
H -1.88 -2.40 -2.17 0.202
C -3.27 8.02 -2.01 0.969
C 2.10 -0.05 -0.42 -0.386
H 3.97 -2.84 6.75 0.240
H 3.83 -3.45 4.17 0.253
C 3.46 -0.68 -0.11 -0.392
H -3.35 -0.07 -2.11 0.219
H 4.04 -2.52 -1.06 0.211
O 2.25 -5.10 7.90 -0.541
C -2.92 9.43 -3.74 -0.100
H 3.80 -0.35 0.88 0.196
H -1.87 9.74 -3.72 0.189
H 1.23 -1.55 -1.72 0.195
C -4.24 4.22 -1.87 -0.101
H 2.33 -2.45 6.23 0.228
H -4.09 7.85 -4.69 0.187
H -2.82 -0.14 -0.42 0.196
H 4.47 -2.13 1.79 0.230
H 1.15 -4.08 5.01 0.181
C 3.49 -2.22 -0.17 -0.401
H -0.21 0.70 -1.17 0.190
C -4.64 2.30 -3.01 0.970
H 1.40 -0.25 0.39 0.189
H 2.35 -2.64 3.66 0.236
H -4.30 5.05 -2.57 0.190
H 2.23 1.04 -0.47 0.201
C -5.60 3.67 -1.49 -0.099
H 2.23 -0.38 -2.55 0.197
C 2.92 -3.00 6.97 -0.740
O 2.82 -5.08 5.74 -0.540
H 0.45 1.15 -2.74 0.204
C 2.05 -4.57 4.63 -0.065
H 4.19 -0.27 -0.82 0.199
H 2.48 -2.60 -0.29 0.198
C -2.98 -0.73 -1.32 -0.619
H -0.36 -1.25 -3.48 0.196
H 1.75 -4.22 1.32 -0.233
H -3.75 -1.47 -1.11 0.208
C 2.60 -4.47 6.94 0.804
O -5.84 2.70 -2.51 -0.492
C 1.48 -0.49 -1.75 -0.403
C 4.17 -2.89 1.06 -0.901
C 2.85 -3.62 3.73 -0.941
Si 3.09 -4.15 1.94 1.703
```

Properties
E_LUMO, eV: 0.38
Orbital gap, eV: 10.390
E_tot, eV: -54504.1168

***

Record 2
Molecular formula: C19H39N5O4S3
Method: DFT, ωB97M-V/def2-TZVPD

Geometry as XYZ:
```
70
Properties=species:S:1:pos:R:3:nbo_charge:R:1
C 0.54 -1.37 -4.39 0.343
H 2.55 4.02 -5.32 0.235
S 0.85 2.51 -4.65 1.222
O 0.20 -0.39 1.33 -0.606
C -0.09 4.36 2.27 -0.723
H -1.06 -4.07 -1.74 0.254
H 1.68 0.33 2.98 0.287
C -3.35 2.35 2.71 -0.729
C -0.59 3.04 -3.66 -0.821
H -4.37 2.50 3.05 0.262
C 0.44 1.07 -0.51 -0.731
H 3.46 -4.43 -1.97 0.231
N -2.28 5.77 2.48 -0.359
H -1.15 -0.99 -1.46 0.263
C -1.36 -0.78 -0.41 -0.738
H 5.03 -3.67 -2.17 0.239
H -2.88 -1.69 2.16 0.224
H 0.46 4.28 3.21 0.274
H 2.49 3.89 -3.57 0.248
H -0.30 3.02 -2.61 0.237
H 2.62 -1.30 -4.82 0.267
H -3.14 3.05 1.91 0.263
C 1.88 4.01 -4.46 -0.814
H 3.50 -2.72 -2.38 0.212
H 3.42 -0.01 2.76 0.252
H 1.46 1.27 -0.21 0.245
O -1.60 -3.16 5.15 -0.986
C -2.22 -2.31 2.76 -0.841
H -2.27 -5.29 -2.10 0.257
H 0.55 4.87 1.56 0.263
H 1.97 -3.85 0.71 0.253
N -3.69 -2.94 -0.57 -0.352
O 1.57 1.46 -3.87 -1.001
S -2.79 -2.54 4.47 1.234
H 2.86 0.70 4.27 0.258
H -0.19 1.93 -0.27 0.225
N -0.34 -1.13 -3.68 -0.397
H -2.08 -3.81 -3.15 0.263
H 0.37 0.91 -1.59 0.248
O 4.53 -4.39 0.58 -0.975
C -2.99 -3.51 -1.27 0.306
H -2.24 -0.13 -0.45 0.238
C 2.33 -2.90 0.30 -0.833
H 2.14 -2.14 1.05 0.249
C -0.22 -0.06 0.23 0.615
H -0.36 3.34 2.01 0.244
C 2.70 0.68 3.20 -0.738
N -1.86 2.81 4.81 -0.336
C -2.52 2.62 3.89 0.294
H 1.68 -2.68 -5.53 0.249
S 4.12 -3.07 -0.03 1.217
C 2.75 2.00 2.59 0.318
C -1.31 5.15 2.42 0.298
C 1.69 -1.63 -5.26 -0.719
H -3.32 -0.89 6.00 0.240
N 2.79 3.05 2.13 -0.379
H -1.82 -0.45 5.07 0.243
H 1.82 -2.76 -0.65 0.221
C -2.84 -0.82 5.03 -0.822
H -1.24 -1.83 2.78 0.251
H -3.37 -0.20 4.30 0.215
H -0.89 4.05 -3.92 0.230
H -3.27 1.33 2.32 0.248
H -2.17 -3.32 2.36 0.238
H -1.57 -1.63 0.22 0.238
C -2.06 -4.22 -2.14 -0.725
H -1.39 2.33 -3.87 0.242
H 1.24 4.89 -4.42 0.228
H 1.45 -1.04 -6.15 0.260
C 4.02 -3.50 -1.82 -0.814
```

Properties
E_LUMO, eV: 0.06
Orbital gap, eV: 8.693
E_tot, eV: -68477.4373
Energy relative to the best compared isomer or geometry (same formula, charge and spin), kJ/mol: 0.00

***

Record 3
Molecular formula: C19H39O9PdS4
Method: DFT, ωB97M-V/def2-TZVPD

Geometry as XYZ:
```
72
Properties=species:S:1:pos:R:3:mulliken_spin:R:1
H 3.67 0.84 -1.92 0.000
O 1.34 -1.16 3.85 0.022
O 4.27 3.97 0.10 0.000
H 0.05 -3.68 -1.09 -0.001
C 2.33 3.51 -1.76 0.000
C -4.64 0.68 2.91 0.000
H 1.95 -1.44 -0.37 -0.003
O 4.25 5.31 -2.08 0.000
H -4.99 -3.53 -2.91 0.000
H -2.67 -2.24 -1.20 -0.003
H -3.87 -0.49 4.54 0.000
H -0.11 -0.11 0.23 -0.011
H 5.74 2.13 -1.73 0.000
C 1.67 1.51 3.38 0.001
H -4.48 1.62 2.39 0.000
H -5.65 0.65 3.33 0.001
H 5.14 2.98 -3.22 0.000
O -2.17 -4.14 -4.44 0.000
C -3.55 -1.96 -1.77 -0.003
H 1.57 4.27 -1.95 0.000
C -3.55 0.39 3.97 0.005
H -4.43 -1.67 -1.20 0.000
C 0.95 -1.87 -0.29 -0.029
H -3.83 -0.41 -3.22 0.000
S -3.01 -2.95 -4.23 0.000
S -2.00 0.02 2.92 -0.003
O 0.63 -2.28 1.04 0.848
H 1.28 2.17 4.16 0.000
C -3.05 -0.42 1.42 0.000
C 2.45 2.38 -2.93 0.000
S 4.10 4.06 -1.34 0.000
C -0.15 -0.89 -0.54 0.066
H 1.80 -3.59 -1.27 0.002
O -3.90 -2.39 -5.21 0.000
H -2.66 -1.43 1.30 0.003
O -1.29 -1.20 3.34 0.019
H 3.31 2.92 3.08 0.000
H -3.44 1.17 4.73 0.000
H 2.22 2.63 1.72 0.000
S 2.30 -0.07 3.94 0.003
O -1.33 1.30 2.84 0.002
H 0.90 1.25 2.65 -0.001
C 3.74 1.65 -2.65 0.000
H 2.80 -0.80 1.69 -0.008
H -3.57 -3.95 -2.36 0.000
C 3.81 1.09 2.10 0.000
Pd 0.08 -2.86 3.12 1.012
H -5.10 -1.19 2.20 0.000
H 4.01 1.08 -3.54 0.000
H -2.59 0.00 -2.14 0.000
C -4.03 -3.04 -2.74 0.000
H 4.04 1.12 1.03 0.000
C 0.88 -3.01 -1.32 0.033
H 1.96 2.99 -0.88 0.000
C -2.04 -1.64 -3.51 0.002
C 2.79 2.15 2.52 0.001
H -2.58 0.27 0.72 0.000
H -1.28 -2.12 -2.88 -0.002
H -1.62 -1.03 -4.31 0.000
H 0.65 -2.74 -2.36 -0.001
H 4.20 -1.06 2.70 0.001
C -4.53 -0.34 1.82 0.000
H -5.12 0.13 1.04 0.000
H 2.65 2.70 -3.95 0.000
C -3.02 -0.87 -2.64 0.003
H -1.06 -1.48 -0.39 -0.004
H 4.79 1.34 2.51 0.000
H 0.05 -0.37 -1.47 0.038
O 3.07 0.18 5.13 0.005
H 1.60 1.69 -2.90 0.000
C 3.37 -0.37 2.51 0.000
C 4.89 2.60 -2.22 0.000
```

Properties
Total charge: +1
2S+1: 3
E_LUMO (spin up / spin down), eV: -3.66 / -5.69
Orbital gap (spin up / spin down), eV: 8.758 / 6.728
E_tot, eV: -85569.2224

***

Record 4
Molecular formula: C19H40BrCl12IN4O2P
Method: DFT, ωB97M-V/def2-TZVPD

Geometry as XYZ:
```
80
Properties=species:S:1:pos:R:3:mulliken_charge:R:1
H 9.10 -2.96 6.66 0.335
H 2.22 -1.13 2.72 0.219
C 7.81 -0.24 1.92 -0.372
H 1.39 -1.99 -3.11 0.163
C 1.16 -1.74 -0.26 0.447
H -6.05 2.71 1.33 0.109
H -5.03 -3.15 0.01 0.349
C 0.94 -1.06 -2.51 0.179
H 7.74 -0.15 0.83 0.363
H 0.59 -3.60 0.51 0.283
Cl -7.73 4.02 1.72 -0.152
H 8.57 0.90 3.61 0.134
C -0.30 1.28 -3.35 -0.465
H -8.57 2.32 3.93 0.318
H -3.96 -2.68 1.35 0.304
H -10.34 2.44 3.82 0.356
H -4.29 2.60 1.44 0.340
C -4.16 -3.46 0.60 -0.462
N 1.27 -2.78 0.62 -0.265
H 3.07 -1.34 -1.92 0.509
C -9.31 3.81 2.52 -0.491
C -2.25 -2.46 -6.88 -0.443
H -5.19 -4.67 2.05 0.336
C -0.10 4.21 -1.12 -0.930
N 0.17 -1.76 -1.41 -0.435
H 7.65 -1.94 4.82 0.289
H -3.50 -5.14 1.81 0.310
O 4.44 0.91 0.44 -0.439
C -5.02 4.08 0.02 -0.593
Cl -3.45 -0.95 -4.93 -0.139
Cl 9.61 -0.66 4.95 -0.205
H -1.84 2.70 -1.22 0.025
C 8.71 -2.17 4.67 -0.308
C 8.58 0.94 2.51 -0.276
H -1.20 3.40 -2.94 0.359
Cl 6.17 -0.38 2.58 -0.185
H 0.93 -0.17 -4.61 0.410
C -9.41 2.47 3.24 -0.519
H -0.07 4.02 0.04 0.253
H -0.78 5.17 -1.28 0.315
P 3.39 -0.44 0.75 0.005
N 1.96 -0.43 -0.37 0.293
H -2.11 -2.62 -7.95 0.331
H 8.85 -2.45 3.62 0.300
H 0.94 4.49 -1.59 0.274
Cl -4.93 -6.05 0.17 -0.170
Cl -2.74 -3.51 -0.48 -0.240
H 4.60 1.38 1.33 0.362
H -10.09 3.91 1.76 0.334
H 2.01 -2.90 1.35 0.196
H 0.15 2.01 -4.18 0.226
H -5.13 4.90 0.74 0.332
N 2.70 -0.26 2.41 -0.501
H 3.47 -0.09 3.12 0.298
I -1.77 -1.18 -1.05 0.350
O -0.07 1.73 -1.97 -0.121
H 8.33 -1.17 2.15 0.107
H -1.48 1.31 -3.52 0.386
C 9.14 -3.28 5.61 -0.546
H -0.77 -0.84 -4.09 -0.214
H -5.80 4.19 -0.74 0.399
Cl -9.45 1.10 2.11 -0.172
Cl -3.44 4.30 -0.77 -0.153
Cl -5.16 1.37 -0.38 -0.194
C 2.32 -0.42 -1.84 -0.575
H -2.78 -3.32 -6.47 0.307
Cl -0.62 -2.42 -6.15 -0.143
Cl 7.91 2.50 2.00 -0.197
C 0.17 -0.25 -3.70 -0.417
H 8.48 -4.14 5.49 0.345
Cl 10.79 -3.85 5.27 -0.177
H -3.94 -1.18 -7.21 0.379
H 9.62 0.91 2.18 0.385
H -2.43 -0.29 -6.95 0.301
C -3.01 -1.17 -6.64 -0.533
Br 3.18 1.18 -2.67 -0.073
C -4.40 -4.79 1.30 -0.495
C -0.88 2.97 -1.87 -0.071
C -5.12 2.75 0.75 -0.246
H -9.41 4.63 3.23 0.307
```

Properties
Total charge: +1
E_LUMO, eV: -3.99
Orbital gap, eV: 6.131
E_tot, eV: -268095.8384

***

Record 5
Molecular formula: C19H40F3N2O14S4
Method: DFT, ωB97M-V/def2-TZVPD

Geometry as XYZ:
```
82
Properties=species:S:1:pos:R:3:mulliken_charge:R:1
H 3.29 1.98 2.10 0.345
O 0.30 -1.55 -5.76 -0.642
C -2.17 -0.96 0.72 -0.245
H 1.06 -4.23 -7.90 0.321
F -0.66 -7.12 0.93 -0.265
F 1.26 -6.89 -0.22 -0.270
H -2.52 0.04 0.36 0.551
O -1.55 5.57 -1.43 -0.306
C -0.82 -4.48 -3.53 -0.686
O -0.42 3.79 5.07 -0.286
C -2.40 5.15 4.62 -1.078
O 0.29 4.00 -0.85 -0.647
H 1.75 0.70 -0.23 0.183
S 0.07 -2.89 -6.24 1.257
H -0.62 5.03 3.39 0.187
O 0.51 -3.93 -0.10 -0.383
H 1.66 6.56 -0.47 0.378
S -0.65 2.40 4.32 1.170
O -0.66 5.55 0.88 -0.516
C 2.59 1.26 0.19 -0.229
H 0.56 -2.80 -3.51 0.355
C -2.98 -2.09 0.33 -0.010
C -0.50 -4.50 2.07 -1.321
O 4.17 -1.20 1.53 -0.655
H 0.23 7.51 -0.95 0.344
C -1.19 -3.18 1.57 0.976
H 0.68 -2.59 -8.48 0.378
C -0.90 5.00 4.45 -0.118
C -2.42 -3.38 0.81 -0.315
H 1.53 2.09 1.87 0.150
H 0.16 1.52 6.34 0.378
H -1.64 -3.91 -3.95 0.355
H -3.94 -2.56 -1.22 0.373
O -1.25 -3.37 -6.51 -0.613
C 0.10 -6.28 0.19 0.667
H -2.97 4.26 0.57 0.072
H 0.99 6.38 -2.11 0.356
H -4.35 3.93 -0.48 0.393
C 5.42 -1.24 -0.76 -1.054
O 2.84 -1.61 -0.55 -0.572
H 6.20 -0.60 -0.35 0.368
H 2.10 -2.85 -7.43 0.316
H -2.90 -4.35 0.59 0.425
H 1.48 1.82 5.16 0.328
N -1.06 -0.95 1.46 0.636
H -3.15 4.82 -2.42 0.288
C 1.09 -3.17 -7.66 -0.938
H 1.30 -3.36 0.02 0.102
C -3.49 4.59 -0.32 -0.779
H -2.73 6.13 4.26 0.414
O 3.83 0.62 -0.12 -0.344
H 5.70 -2.28 -0.64 0.385
H 0.40 0.41 4.96 0.342
O -4.10 -2.01 -0.43 -0.506
S 3.93 -0.96 0.13 1.234
O -1.98 1.95 4.56 -0.635
H 1.53 -4.96 1.34 0.516
H -2.69 5.05 5.67 0.314
H -3.86 5.60 -0.13 0.294
H -2.14 3.59 -1.69 0.274
C 0.46 1.44 5.30 -1.035
H -1.33 -5.22 2.27 0.481
H -0.40 5.83 4.94 0.265
O -0.12 2.50 2.98 -0.562
S -0.29 5.26 -0.48 1.227
H 1.31 -4.38 -3.34 0.231
F -0.60 -5.99 -0.95 -0.204
O 0.81 -3.92 -5.26 -0.292
H -0.88 -5.49 -3.94 0.275
H 2.60 2.23 -0.32 0.201
C 0.75 6.56 -1.07 -1.067
H -0.96 -4.53 -2.45 0.101
C -2.58 4.58 -1.53 -0.314
C 0.50 -4.96 0.92 0.028
H -2.94 4.39 4.06 0.251
C 2.41 1.48 1.68 -0.581
H 5.25 -1.01 -1.81 0.322
H -0.59 -0.07 1.70 0.078
H 2.30 0.53 2.20 0.300
N -0.54 -2.08 1.91 -0.714
H 0.02 -4.35 3.05 0.396
C 0.52 -3.84 -3.86 -0.396
```

Properties
Total charge: +1
E_LUMO, eV: -4.79
Orbital gap, eV: 7.746
E_tot, eV: -103481.0694
Energy relative to the best compared isomer or geometry (same formula, charge and spin), kJ/mol: 0.00

***

Record 6
Molecular formula: C19H40NOP3Pb
Method: DFT, ωB97M-V/def2-TZVPD

Geometry as XYZ:
```
65
Properties=species:S:1:pos:R:3:nbo_charge:R:1
C 1.82 1.70 4.57 -0.949
H 1.67 0.70 5.05 0.231
H -4.81 -3.20 -6.77 0.283
H -1.01 3.67 1.89 0.278
P 1.52 -0.57 -0.43 0.878
H 2.51 1.62 -0.95 0.247
H 0.89 2.34 4.67 0.259
H 3.36 0.23 -1.76 0.282
C -3.75 -1.40 -6.27 -0.201
C -1.82 3.29 1.23 -0.956
C 0.14 2.89 -0.91 -0.965
C 2.37 -2.20 -0.28 -0.938
H -2.63 2.81 1.83 0.291
H -3.19 -4.71 -5.63 0.269
C -2.61 -0.90 -5.60 0.446
H 3.68 -0.33 1.97 0.242
C -3.03 -3.63 -5.62 0.012
C 2.90 0.60 -0.82 -0.940
H 0.00 -2.39 3.24 0.254
C 3.26 -0.08 2.97 -0.928
H 3.65 0.59 0.01 0.266
H -0.83 -1.27 -4.47 0.237
H 3.38 2.99 2.91 0.293
H -1.19 -3.75 -4.46 0.256
H -0.19 0.91 6.81 0.303
P 1.88 1.17 2.82 0.954
H 2.93 2.61 1.14 0.247
H 1.61 -2.99 -0.15 0.253
C -0.39 -0.25 5.01 0.498
H 3.04 -2.18 0.60 0.264
C -1.69 -1.73 -4.96 -0.222
H -4.44 -0.72 -6.76 0.270
H -0.46 3.70 -1.36 0.292
O -2.36 0.46 -5.52 -0.548
H 2.68 2.10 5.12 0.308
P -1.13 2.08 0.08 1.121
H 0.69 -0.64 6.83 0.297
H 0.94 3.27 -0.24 0.281
H -2.79 2.28 -1.50 0.286
H -3.04 0.93 -6.00 0.520
H -1.83 -2.23 1.53 0.253
H 1.28 -2.58 1.94 0.233
C 2.57 2.74 2.18 -0.932
H -1.15 -0.66 6.81 0.321
H -0.62 -2.54 0.16 0.224
H -2.20 4.05 0.51 0.289
C -2.41 1.37 -0.99 -0.965
C -3.94 -2.78 -6.27 -0.152
H 0.13 0.23 -2.32 0.239
C 0.22 -2.51 2.18 -0.325
C 0.55 -0.74 -2.00 -0.956
H 2.88 -1.01 3.44 0.257
Pb -0.36 0.02 1.57 0.922
H 1.73 3.48 2.25 0.254
H 2.95 -2.35 -1.22 0.283
H 4.03 0.39 3.62 0.288
H 1.24 -1.14 -2.76 0.276
C -0.20 -0.13 6.46 -0.752
C -0.79 -2.47 1.24 -0.389
N -0.85 -0.29 3.95 -0.528
H 0.56 2.20 -1.68 0.264
H -0.28 -1.45 -1.83 0.243
H -3.19 0.88 -0.35 0.287
C -1.91 -3.10 -4.97 -0.170
H -1.97 0.63 -1.70 0.261
```

Properties
Total charge: +4
E_LUMO (spin up / spin down), eV: -13.55 / -13.64
Orbital gap (spin up / spin down), eV: 5.620 / 6.724
E_tot, eV: -56960.8289

***

Record 7
Molecular formula: C19H40OP2V
Method: DFT, ωB97M-V/def2-TZVPD

Geometry as XYZ:
```
63
Properties=species:S:1:pos:R:3:nbo_charge:R:1
C -1.50 2.36 -3.18 -0.946
C -0.35 -0.56 -4.54 -0.709
H 1.52 -2.60 -4.36 0.217
H 1.04 -2.51 -0.16 0.229
C 1.15 -2.19 2.76 -1.140
H -2.12 -2.71 -3.68 0.233
H -1.74 3.07 -2.38 0.236
H 1.43 0.69 -4.73 0.224
H 2.22 2.82 -3.55 0.236
H -1.85 -1.01 5.75 0.208
C 0.48 -1.57 -0.14 -0.260
H 1.41 1.40 4.27 0.197
H 1.30 2.23 1.79 0.230
H -1.05 -3.77 -2.72 0.235
H -1.31 -2.60 0.37 0.228
C -1.42 0.95 -0.04 -0.465
H -0.64 -3.38 -4.43 0.212
P 0.19 1.69 -2.91 0.845
H 1.84 -1.93 3.57 0.188
C -0.77 -0.82 5.79 -0.612
H -2.58 -0.61 0.93 0.229
C -1.90 -0.53 0.06 -0.443
H -0.23 -1.75 5.57 0.217
H 0.27 -2.74 3.17 0.202
H -2.25 1.56 -3.18 0.237
C 1.21 3.14 -3.30 -0.946
O -0.75 -0.13 3.49 -0.849
H -0.07 1.46 -5.29 0.217
H -2.35 1.55 -0.07 0.226
H -0.49 -0.49 6.80 0.197
C -0.39 0.28 4.80 0.239
C 1.11 0.56 4.92 -0.623
H -1.51 2.88 -4.15 0.218
C -1.18 1.54 5.18 -0.608
H -0.99 1.13 -1.03 0.239
C 1.56 -2.13 -3.36 -0.951
C -0.56 1.51 1.03 -0.256
C 1.80 0.66 0.37 -0.466
H 0.77 3.69 -4.14 0.217
C 0.35 0.79 -4.53 -0.706
H -2.26 1.34 5.10 0.211
H 2.28 -1.31 -3.38 0.229
V 0.08 -0.55 1.90 1.197
P -0.13 -1.54 -2.94 0.857
C -0.89 -1.62 0.15 -0.293
C 1.19 -0.37 -0.62 -0.580
H -2.56 -0.70 -0.81 0.226
H -0.92 2.39 4.53 0.198
H -1.44 -0.45 -4.69 0.220
H 0.04 -1.20 -5.34 0.210
C 0.83 1.49 1.13 -0.238
H 0.50 0.19 -1.28 0.300
H 1.24 3.80 -2.42 0.237
H 1.33 0.84 5.96 0.207
H -0.95 1.80 6.21 0.202
H 1.69 -0.33 4.67 0.222
H 2.42 1.33 -0.26 0.244
H 2.01 -0.67 -1.30 0.229
H 1.87 -2.87 -2.62 0.233
H -1.09 2.19 1.72 0.239
C -1.08 -3.00 -3.50 -0.948
H 1.64 -2.82 1.99 0.182
H 2.52 0.15 1.04 0.244
```

Properties
2S+1: 4
E_LUMO (spin up / spin down), eV: 0.44 / 0.48
Orbital gap (spin up / spin down), eV: 6.801 / 7.888
E_tot, eV: -66660.5137
Energy relative to the best compared isomer or geometry (same formula, charge and spin), kJ/mol: 0.00